{
  "formula": "C25H23Br2N2O2PtS",
  "method": "the ωB97M-V functional and the def2-TZVPD basis",
  "spin_multiplicity": 5,
  "total_energy_ha": -6891.608110,
  "total_charge": 1,
  "homo_lumo_gap_ev": [5.62, 7.20],
  "max_force_ev_per_a": 0.791,
  "lumo_ev": [-2.66, -4.56],
  "species": ["Pt", "C", "C", "C", "C", "C", "C", "Br", "C", "C", "Br", "C", "O", "C", "N", "H", "H", "H", "H", "H", "H", "C", "O", "C", "C", "H", "H", "H", "H", "H", "H", "N", "S", "C", "C", "C", "C", "C", "C", "C", "C", "C", "C", "C", "C", "H", "H", "H", "H", "H", "H", "H", "H", "H", "H", "H"],
  "positions_angstrom": [[0.59, -0.05, 0.27], [0.28, 2.62, -1.76], [0.27, 3.08, -0.34], [0.17, 4.38, 0.04], [0.13, 4.73, 1.42], [0.18, 3.73, 2.39], [0.13, 3.93, 3.80], [0.00, 5.66, 4.49], [0.17, 2.86, 4.73], [0.29, 1.59, 4.29], [0.34, 0.15, 5.48], [0.38, 1.30, 2.86], [0.54, 0.10, 2.45], [0.29, 2.39, 1.95], [0.35, 2.08, 0.63], [0.38, 3.47, -2.44], [-0.65, 2.09, -2.00], [1.10, 1.92, -1.94], [0.12, 5.15, -0.71], [0.05, 5.77, 1.72], [0.11, 3.07, 5.79], [3.56, 1.62, 0.52], [3.59, 0.20, 0.23], [2.55, -0.51, 0.09], [2.91, -1.92, -0.22], [3.66, 2.16, -0.42], [4.43, 1.81, 1.14], [2.65, 1.89, 1.03], [3.98, -2.08, -0.19], [2.52, -2.18, -1.21], [2.41, -2.58, 0.49], [-1.53, -0.06, 0.25], [-2.44, -1.21, -0.39], [-2.12, -1.22, -2.15], [-3.21, -1.03, -2.99], [-3.00, -0.96, -4.36], [-1.72, -1.06, -4.87], [-0.63, -1.25, -4.02], [-0.83, -1.33, -2.65], [-1.64, -2.74, 0.08], [-0.87, -2.77, 1.23], [-0.26, -3.97, 1.59], [-0.45, -5.11, 0.83], [-1.26, -5.07, -0.30], [-1.86, -3.89, -0.68], [-2.10, 0.58, 0.80], [-4.21, -0.94, -2.58], [-3.84, -0.81, -5.02], [-1.55, -0.99, -5.94], [0.37, -1.33, -4.42], [0.00, -1.49, -1.99], [-0.77, -1.90, 1.86], [0.34, -4.01, 2.49], [0.02, -6.04, 1.12], [-1.42, -5.97, -0.89], [-2.49, -3.85, -1.57]],
  "lowdin_charge": [1.231, -0.042, -0.333, -0.025, -0.035, -0.211, -0.587, 0.874, -0.174, -0.608, 0.843, -0.371, -0.166, -0.192, -0.038, 0.085, 0.077, 0.061, 0.117, 0.075, 0.103, 0.026, -0.054, -0.378, -0.049, 0.108, 0.107, 0.064, 0.096, 0.088, 0.082, -0.458, 1.098, -0.416, -0.077, -0.055, -0.052, -0.053, -0.099, -0.401, -0.107, -0.063, -0.059, -0.054, -0.073, 0.025, 0.114, 0.116, 0.115, 0.114, 0.069, 0.080, 0.117, 0.114, 0.115, 0.119]
}

{
  "formula": "C25H23CoN4O2S5",
  "method": "the ωB97M-V functional and the def2-TZVPD basis",
  "spin_multiplicity": 5,
  "total_energy_ha": -4709.691426,
  "total_charge": 0,
  "homo_lumo_gap_ev": [7.53, 4.88],
  "max_force_ev_per_a": 1.632,
  "lumo_ev": [0.28, -2.63],
  "species": ["Co", "C", "C", "N", "N", "C", "S", "S", "C", "C", "C", "C", "C", "C", "C", "C", "C", "C", "C", "C", "C", "O", "H", "H", "H", "H", "H", "H", "H", "H", "H", "H", "H", "H", "H", "H", "N", "C", "N", "C", "C", "C", "C", "C", "C", "S", "H", "H", "H", "H", "H", "H", "C", "O", "C", "S", "S", "H", "H", "H"],
  "positions_angstrom": [[-0.33, -0.58, 1.41], [3.70, 1.21, 1.43], [2.62, 0.18, 1.20], [1.37, 0.55, 1.25], [1.08, 1.87, 1.44], [0.02, 2.16, 2.11], [-0.99, 1.02, 2.94], [-0.46, 3.83, 2.24], [0.92, 4.73, 1.39], [0.68, 4.89, -0.07], [0.11, 6.05, -0.58], [-0.13, 6.19, -1.94], [0.20, 5.16, -2.81], [0.79, 4.01, -2.31], [1.03, 3.88, -0.96], [2.98, -1.20, 1.00], [4.32, -1.56, 0.77], [4.71, -2.87, 0.64], [3.76, -3.89, 0.72], [2.45, -3.59, 0.96], [2.01, -2.25, 1.13], [0.78, -2.06, 1.44], [3.26, 2.20, 1.47], [4.45, 1.19, 0.65], [4.17, 1.00, 2.39], [1.82, 4.16, 1.61], [0.95, 5.70, 1.89], [-0.14, 6.86, 0.09], [-0.56, 7.10, -2.32], [0.00, 5.25, -3.86], [1.08, 3.21, -2.99], [1.50, 2.99, -0.57], [5.07, -0.79, 0.69], [5.75, -3.11, 0.46], [4.05, -4.93, 0.61], [1.69, -4.35, 1.04], [-1.57, 1.56, -1.14], [-2.33, 0.56, -0.67], [-1.94, -0.31, 0.21], [-2.97, -1.15, 0.59], [-2.88, -2.13, 1.58], [-4.01, -2.83, 1.92], [-5.23, -2.57, 1.29], [-5.33, -1.61, 0.30], [-4.19, -0.90, -0.04], [-4.00, 0.42, -1.17], [-0.59, 1.59, -0.93], [-1.92, 2.19, -1.85], [-1.93, -2.31, 2.07], [-3.96, -3.58, 2.69], [-6.11, -3.12, 1.58], [-6.27, -1.39, -0.18], [-1.24, -5.79, -3.16], [-0.96, -4.40, -3.22], [-1.09, -3.68, -2.12], [-1.54, -4.29, -0.63], [-0.78, -2.04, -2.22], [-1.11, -6.17, -4.17], [-2.26, -5.96, -2.81], [-0.55, -6.29, -2.47]],
  "lowdin_charge": [0.505, -0.012, -0.224, -0.048, -0.124, -1.134, 0.598, 0.900, -0.391, -0.294, -0.045, -0.084, -0.098, -0.097, -0.068, -0.105, -0.049, -0.105, -0.090, -0.018, -0.341, -0.174, 0.055, 0.079, 0.101, 0.067, 0.074, 0.112, 0.102, 0.098, 0.102, 0.091, 0.097, 0.094, 0.101, 0.106, 0.157, -0.692, -0.043, -0.343, -0.068, -0.078, -0.083, -0.084, -0.452, 1.098, 0.090, 0.107, 0.100, 0.109, 0.104, 0.108, -0.104, -0.190, -1.350, 0.775, 0.790, 0.097, 0.084, 0.088]
}

{
  "formula": "C25H23CuN11OS2SbSe5",
  "method": "the ωB97M-V functional and the def2-TZVPD basis",
  "spin_multiplicity": 2,
  "total_energy_ha": -16328.240374,
  "total_charge": 1,
  "homo_lumo_gap_ev": [5.84, 5.13],
  "max_force_ev_per_a": 1.353,
  "lumo_ev": [-3.90, -4.41],
  "species": ["Cu", "Se", "N", "C", "C", "C", "C", "C", "N", "C", "C", "N", "C", "C", "C", "C", "C", "N", "H", "H", "H", "H", "H", "H", "S", "C", "N", "C", "C", "C", "N", "H", "H", "H", "H", "C", "N", "C", "C", "C", "N", "C", "O", "N", "H", "H", "H", "H", "H", "H", "H", "C", "N", "C", "C", "N", "C", "S", "H", "H", "H", "H", "H", "H", "Se", "Sb", "Se", "Se", "Se"],
  "positions_angstrom": [[-0.11, 0.53, 0.14], [2.94, 0.78, 7.20], [3.33, 0.01, 5.67], [2.41, 0.31, 4.78], [2.41, -0.14, 3.41], [3.45, -0.92, 2.90], [3.43, -1.26, 1.57], [2.37, -0.82, 0.79], [1.38, -0.09, 1.26], [1.38, 0.27, 2.56], [0.32, 1.14, 3.05], [-0.64, 1.53, 2.20], [-1.57, 2.36, 2.61], [-1.64, 2.87, 3.90], [-0.68, 2.47, 4.80], [0.32, 1.59, 4.39], [1.37, 1.16, 5.27], [1.49, 1.51, 6.54], [4.24, -1.22, 3.58], [4.23, -1.83, 1.12], [2.32, -1.08, -0.26], [-2.30, 2.67, 1.86], [-2.42, 3.55, 4.17], [-0.65, 2.84, 5.82], [-1.00, -1.82, 2.24], [-0.73, -2.97, 1.08], [-1.72, -3.23, 0.16], [-1.57, -4.13, -0.82], [-0.41, -4.86, -0.88], [0.56, -4.59, 0.11], [0.40, -3.69, 1.03], [-2.56, -2.66, 0.22], [-2.38, -4.25, -1.53], [-0.24, -5.60, -1.64], [1.49, -5.13, 0.14], [-2.62, 3.24, -3.42], [-2.84, 2.46, -2.21], [-4.04, 2.40, -1.61], [-4.23, 1.66, -0.48], [-3.13, 0.92, 0.03], [-1.94, 1.04, -0.56], [-1.76, 1.79, -1.66], [-0.65, 1.86, -2.19], [-3.25, 0.09, 1.05], [-3.54, 3.72, -3.71], [-2.27, 2.59, -4.22], [-1.84, 3.99, -3.25], [-4.84, 2.97, -2.07], [-5.19, 1.62, 0.00], [-4.09, 0.07, 1.60], [-2.42, -0.41, 1.42], [2.41, -2.79, -3.26], [1.64, -1.72, -3.82], [1.80, -1.19, -5.08], [0.96, -0.14, -5.20], [0.28, -0.04, -4.02], [0.71, -1.00, -3.17], [0.07, -1.36, -1.64], [2.45, -3.62, -3.96], [1.94, -3.10, -2.33], [3.43, -2.43, -3.04], [2.49, -1.61, -5.78], [0.77, 0.52, -6.02], [-0.34, 0.71, -3.74], [2.69, 3.12, 1.46], [2.09, 2.32, -2.21], [3.78, 0.64, -2.39], [1.29, 3.51, -4.11], [0.97, 2.87, 0.13]],
  "lowdin_charge": [-0.061, 1.168, -0.239, -0.322, -0.089, 0.036, -0.005, -0.153, -0.009, -0.260, -0.224, 0.023, -0.129, -0.017, 0.032, -0.078, -0.326, -0.240, 0.123, 0.115, 0.034, 0.108, 0.111, 0.123, 0.773, -0.842, 0.053, -0.091, -0.047, -0.115, 0.082, 0.137, 0.138, 0.108, 0.121, 0.002, -0.027, -0.017, 0.018, -0.372, 0.124, -0.513, -0.231, 0.174, 0.099, 0.099, 0.085, 0.140, 0.115, 0.125, -0.044, -0.035, -0.140, -0.055, -0.082, 0.065, -0.757, 0.753, 0.101, 0.050, 0.079, 0.129, 0.116, 0.093, 0.233, 0.329, 0.081, 0.035, 0.192]
}